Entry 1:
Below is a single C4H7NO2 molecule, with properties calculated with ωB97M-V with the def2-TZVPD basis set.

The geometry in XYZ format:
```
14
Properties=species:S:1:pos:R:3:lowdin_charge:R:1
N -2.089 1.727 -0.418 0.15
C -1.359 0.672 0.054 -0.53
O -1.848 -0.423 0.250 0.06
C 0.117 0.989 0.350 -0.10
C 0.873 -0.218 0.768 -0.17
C 1.540 -2.284 -0.113 -0.03
O 1.196 -1.040 -0.192 -0.08
H -3.028 1.532 -0.730 0.11
H -1.645 2.571 -0.742 0.10
H 0.153 1.747 1.143 0.12
H 0.570 1.445 -0.541 0.12
H 0.780 -0.646 1.763 0.12
H 1.482 -2.784 0.846 0.07
H 1.852 -2.745 -1.036 0.06
```

The highest occupied orbital energy (alpha / beta) is -7.3 / -7.3 eV. Its HOMO-LUMO gap (alpha / beta) is 8.21 / 8.18 eV.


Entry 2:
Below is a single C4H9OP molecule, with properties calculated with ωB97M-V with the def2-TZVPD basis set.

The geometry in XYZ format:
```
15
Properties=species:S:1:pos:R:3:lowdin_charge:R:1
C 0.054 1.008 -0.373 -0.59
C 0.507 1.065 -1.752 -0.03
C -0.677 -1.356 0.113 -0.14
C 0.293 -0.263 0.383 -0.58
O -0.401 1.928 0.313 0.04
P 0.357 0.532 2.098 0.88
H 1.522 0.695 -1.923 0.09
H 0.415 2.018 -2.057 0.05
H -0.007 0.189 -2.234 0.10
H -1.721 -1.031 0.093 0.08
H -0.373 -1.706 -0.906 0.08
H -0.629 -2.313 0.759 0.11
H 1.261 -0.732 0.187 0.10
H 0.464 -0.576 2.938 -0.12
H -1.064 0.541 2.361 -0.06
```

The highest occupied orbital energy (alpha / beta) is -5.8 / -9.3 eV. Its HOMO-LUMO gap (alpha / beta) is 6.78 / 6.70 eV. The spin multiplicity is 3.


Energy relative to the best compared isomer or geometry (same formula, charge and spin) for every record listed, in sequence, given in kcal per mole: 85.1, 51.5.